A single C4H14N2OSi molecule, computed with ωB97M-V/def2-TZVPD.

- Total charge: 0
- Energy: -635.07811 a.u.
- Multiplicity: 1
- Energy above the lowest of the compared OMol25 structures with the same formula, charge and spin: 8.4 kcal per mole
- Structure (SMILES): CCO[SiH](NC)NC
- Frontier orbital gap: 0.35324 Eh

Last column: Mulliken charge in e.
Element x y z (Å)
C 2.631 0.657 1.535  -0.9934
C 1.997 -0.445 0.792  -0.1010
O 0.596 -0.247 0.887  -0.1426
Si -0.733 -0.054 -0.010  -0.0817
N -1.783 -1.427 0.179  -0.1666
C -3.210 -1.427 0.313  -0.8656
N -0.411 0.346 -1.652  -0.2257
C 0.528 1.497 -1.921  -0.6299
H 2.911 1.572 0.935  0.2445
H 1.858 1.022 2.318  0.2544
H 3.627 0.470 2.057  0.3383
H 2.253 -1.304 1.359  0.3155
H 2.278 -0.350 -0.320  0.2026
H -1.549 0.960 0.591  -0.1740
H -1.298 -2.289 0.085  0.1884
H -3.538 -1.965 1.212  0.2536
H -3.527 -0.447 0.367  0.3423
H -3.566 -1.964 -0.551  0.2926
H -1.169 0.099 -2.273  0.2635
H 1.499 1.217 -1.648  0.1180
H 0.476 1.774 -3.037  0.3099
H 0.129 2.307 -1.216  0.2569

=====

A single C4H14N2OSi2 molecule, computed with ωB97M-V/def2-TZVPD.

- Total charge: 0
- Energy: -924.42320 a.u.
- Multiplicity: 3
- Frontier orbital gap (spin up / spin down): 0.28190 / 0.33864 Eh

Last column: Mulliken charge in e.
Element x y z (Å)
C 0.767 -0.118 -2.226  -1.1639
C 2.736 -1.653 2.123  -0.8648
C -3.357 0.809 0.380  -0.9916
C -0.296 -0.599 -1.330  0.4693
N -0.129 -0.428 0.119  -0.1157
N 0.995 -0.163 0.494  0.1125
O -1.602 -0.103 -1.600  -0.3300
Si 1.934 0.087 1.899  0.0349
Si -2.159 1.351 -1.071  0.4707
H 0.291 0.460 -3.159  0.2827
H 1.350 0.706 -1.737  0.3432
H 1.385 -0.869 -2.589  0.3427
H 3.207 -1.805 1.110  0.2511
H 3.496 -1.495 2.911  0.2914
H 1.951 -2.335 2.537  0.2673
H -4.221 0.104 0.197  0.2845
H -2.598 0.278 1.072  0.2033
H -3.718 1.596 0.882  0.4029
H -0.370 -1.643 -1.449  0.2109
H 1.235 0.719 2.923  -0.1060
H 2.971 0.954 1.255  -0.0722
H -2.808 1.882 -2.206  -0.2012
H -1.059 2.266 -0.534  -0.1221

=====

2 unconnected molecules or ions with the total composition C4H14N2P, computed with ωB97M-V/def2-TZVPD.

- Total charge: +1
- Energy: -611.30965 a.u.
- Multiplicity: 1
- Energy above the lowest of the compared OMol25 structures with the same formula, charge and spin: 82.7 kcal per mole
- Frontier orbital gap: 0.30012 Eh

Last column: Mulliken charge in e.
Element x y z (Å)
C -0.856 -1.038 -1.835  -0.9000
C 0.965 1.010 -0.777  -0.8530
C -1.145 0.502 -1.798  -0.7859
C -1.086 1.544 0.363  -0.0444
N 0.853 -0.843 1.759  -0.4947
N -0.434 1.093 -0.658  0.1854
P 1.439 -0.746 3.199  0.0814
H -1.580 -1.677 -2.230  0.4039
H 0.003 -1.242 -2.485  0.3242
H -0.706 -1.442 -0.873  0.2468
H 1.444 0.213 -0.264  0.3527
H 1.255 0.915 -1.893  0.2917
H 1.574 1.834 -0.285  0.4032
H -2.150 0.907 -1.738  0.4065
H -0.699 1.103 -2.547  0.4672
H -0.552 1.888 1.271  0.2132
H -2.171 1.729 0.476  0.2557
H 0.356 -1.764 1.618  0.1625
H 1.895 0.538 3.201  0.0788
H 2.600 -1.530 3.303  0.0941
H 0.904 -1.083 4.516  0.1110

=====

3 unconnected molecules or ions with the total composition C4H14N2S, computed with ωB97M-V/def2-TZVPD.

- Total charge: 0
- Energy: -668.41239 a.u.
- Multiplicity: 1
- Energy above the lowest of the compared OMol25 structures with the same formula, charge and spin: 46.4 kcal per mole
- Frontier orbital gap: 0.32746 Eh

Last column: Mulliken charge in e.
Element x y z (Å)
C -0.597 -0.257 2.363  -0.7902
C -0.485 1.246 2.194  -0.3168
N 0.935 1.616 1.851  -0.5111
H -1.594 -0.578 2.711  0.3394
H -0.440 -0.770 1.405  0.0093
H 0.132 -0.641 3.113  0.3347
H -1.136 1.640 1.433  0.2483
H -0.747 1.739 3.140  0.3254
H 1.502 0.803 1.860  0.2808
H 1.332 2.400 2.311  0.1815
H 0.947 1.226 0.089  0.1951
C 0.449 -1.821 -1.009  -0.4308
C 0.757 -0.635 -1.886  -0.6548
S -0.084 0.983 -1.528  -0.3300
N -1.029 -2.104 -0.833  -0.5778
H 0.897 -1.710 0.013  0.2049
H 0.941 -2.686 -1.493  0.3486
H 0.455 -0.851 -2.927  0.3224
H 1.822 -0.348 -1.890  0.3483
H -1.384 -2.508 -1.677  0.2669
H -1.474 -1.217 -0.735  0.2061

=====

2 unconnected molecules or ions with the total composition C4H14N2S, computed with ωB97M-V/def2-TZVPD.

- Total charge: 0
- Energy: -668.46540 a.u.
- Multiplicity: 1
- Energy above the lowest of the compared OMol25 structures with the same formula, charge and spin: 13.1 kcal per mole
- Structure (SMILES): CNCN.CSC
- Frontier orbital gap: 0.33823 Eh

Last column: Mulliken charge in e.
Element x y z (Å)
C 0.867 2.275 -0.201  -1.0735
N 0.335 1.059 -0.835  -0.2183
C -0.083 1.278 -2.221  -0.6032
N -1.197 2.184 -2.369  -0.6036
H 1.798 2.053 0.322  0.3607
H 1.094 3.062 -0.929  0.4276
H 0.171 2.648 0.552  0.2419
H 1.060 0.353 -0.829  0.1921
H -0.393 0.306 -2.608  0.3671
H 0.750 1.634 -2.843  0.4048
H -1.982 1.826 -1.835  0.2583
H -0.972 3.098 -1.993  0.2494
C -1.169 -2.601 1.701  -0.8183
S 0.270 -1.940 0.831  -0.0734
C 0.775 -0.684 2.011  -0.8059
H -2.051 -2.001 1.491  0.2609
H -0.991 -2.695 2.771  0.2791
H -1.296 -3.609 1.314  0.3048
H 1.594 -0.089 1.610  0.1928
H -0.052 -0.008 2.217  0.2653
H 1.142 -1.130 2.935  0.3915

=====

3 unconnected molecules or ions with the total composition C4H14N2S, computed with ωB97M-V/def2-TZVPD.

- Total charge: 0
- Energy: -668.33418 a.u.
- Multiplicity: 1
- Energy above the lowest of the compared OMol25 structures with the same formula, charge and spin: 95.5 kcal per mole
- Frontier orbital gap: 0.24310 Eh

Last column: Mulliken charge in e.
Element x y z (Å)
N -2.013 0.344 -0.283  -0.5519
C -1.654 -0.368 -1.510  -0.7124
C -0.167 -0.649 -1.694  0.0967
N 0.056 -1.359 -2.966  -0.6926
H -0.747 -1.672 0.847  0.1888
H -1.458 0.016 0.512  0.0977
H -1.644 1.303 -0.362  0.3105
H -2.205 -1.323 -1.564  0.2672
H -2.006 0.208 -2.373  0.3393
H 0.392 0.297 -1.719  0.1907
H 0.258 -1.257 -0.844  0.0611
H 1.058 -1.396 -3.149  0.2537
H -0.200 -2.322 -2.834  0.2157
C 0.877 1.698 2.439  -1.0555
C 1.834 0.536 2.130  -0.2213
S 0.946 -0.901 1.450  -0.2516
H 1.308 2.637 2.780  0.3474
H 0.128 1.375 3.170  0.3023
H 0.303 1.871 1.522  0.2156
H 2.319 0.130 3.019  0.2984
H 2.613 0.834 1.428  0.3003

=====

2 unconnected molecules or ions with the total composition C4H14N3, computed with ωB97M-V/def2-TZVPD.

- Total charge: 0
- Energy: -324.95778 a.u.
- Multiplicity: 2
- Energy above the lowest of the compared OMol25 structures with the same formula, charge and spin: 18.5 kcal per mole
- Frontier orbital gap (spin up / spin down): 0.18108 / 0.36483 Eh

Last column: Mulliken charge in e.
Element x y z (Å)
C -0.920 0.400 1.395  -0.9241
C 1.489 0.015 1.713  -0.1251
N 0.452 0.879 1.490  -0.2586
N 1.392 -1.187 2.385  -0.2915
N 2.783 0.402 1.461  -0.3785
H 0.556 1.885 1.392  0.3320
H 0.532 -1.428 2.905  0.1999
H 2.217 -1.637 2.775  0.1547
H 2.943 1.127 0.726  0.1777
H 3.527 0.363 2.132  0.1792
H -1.455 0.017 2.261  0.3048
H -1.081 -0.301 0.554  0.2565
H -1.577 1.245 0.995  0.3603
C -0.781 -0.593 -3.103  -0.7756
C -1.891 0.230 -2.438  -0.7795
H -0.340 -1.206 -2.317  0.2299
H -1.352 -1.274 -3.758  0.2479
H 0.063 -0.153 -3.705  0.2905
H -2.753 0.466 -3.089  0.3690
H -2.357 -0.405 -1.676  0.2169
H -1.448 1.153 -2.098  0.2136

=====

2 unconnected molecules or ions with the total composition C4H14N3, computed with ωB97M-V/def2-TZVPD.

- Total charge: +1
- Energy: -324.73845 a.u.
- Multiplicity: 1
- Energy above the lowest of the compared OMol25 structures with the same formula, charge and spin: 79.3 kcal per mole
- Frontier orbital gap: 0.40319 Eh

Last column: Mulliken charge in e.
Element x y z (Å)
C -1.063 -1.176 2.650  -1.0529
C 0.570 -1.505 0.762  -0.9370
C 0.175 -0.867 1.821  0.1298
C 0.534 0.287 -2.065  -0.5205
N -0.695 0.069 -1.197  -0.2183
N 1.163 1.356 -1.329  -0.1782
N 0.162 2.419 -1.312  -0.6037
H -0.634 -1.838 3.458  0.2938
H -1.536 -0.298 3.118  0.3279
H -1.892 -1.738 2.215  0.3327
H 0.105 -2.390 0.338  0.4226
H 1.709 -1.450 0.457  0.3067
H 1.157 -0.602 -2.046  0.3709
H 0.790 0.031 2.251  0.2660
H 0.219 0.606 -3.050  0.3993
H -1.388 -0.565 -1.715  0.3894
H -0.967 1.099 -0.977  0.4939
H 2.020 1.587 -1.704  0.2062
H -0.375 -0.470 -0.352  0.0746
H 0.157 3.008 -2.163  0.2431
H 0.197 3.040 -0.459  0.2538

=====

2 unconnected molecules or ions with the total composition C4H14N3, computed with ωB97M-V/def2-TZVPD.

- Total charge: +1
- Energy: -324.81191 a.u.
- Multiplicity: 1
- Energy above the lowest of the compared OMol25 structures with the same formula, charge and spin: 33.2 kcal per mole
- Frontier orbital gap: 0.29772 Eh

Last column: Mulliken charge in e.
Element x y z (Å)
C -0.550 1.748 -0.445  -0.3809
C 0.894 1.286 -0.303  -0.5486
C 1.086 -0.194 0.009  -1.2921
N -0.459 3.275 -0.643  -0.3157
H -1.043 1.351 -1.329  0.3162
H -1.139 1.585 0.452  0.3247
H 1.364 1.877 0.497  0.4213
H 1.491 1.556 -1.181  0.4337
H 0.714 -0.384 1.016  0.3187
H 0.544 -0.839 -0.680  0.3030
H 2.130 -0.492 -0.022  0.3509
H -0.017 3.701 0.168  0.3438
H 0.212 3.407 -1.406  0.3501
H -1.341 3.750 -0.846  0.3490
N -1.591 -2.915 0.418  -0.4605
C -0.356 -3.320 0.855  0.0585
N 0.685 -3.325 0.130  -0.6557
H -1.581 -2.350 -0.412  0.2442
H -2.257 -2.663 1.124  0.2421
H -0.304 -3.534 1.927  0.3576
H 1.517 -3.520 0.672  0.2398

=====

A molecular structure, C4H14N3, computed with ωB97M-V/def2-TZVPD.

- Total charge: +1
- Energy: -324.74197 a.u.
- Multiplicity: 1
- Energy above the lowest of the compared OMol25 structures with the same formula, charge and spin: 77.1 kcal per mole
- Frontier orbital gap: 0.35275 Eh

Last column: Mulliken charge in e.
Element x y z (Å)
C 2.440 0.649 -0.527  -0.9064
C -1.394 -0.954 1.263  -0.8809
C -1.845 -0.213 -0.476  -0.6611
C 0.147 1.046 -0.919  -0.8759
N -0.122 -1.595 0.879  -0.2632
N -1.221 1.024 -0.505  -0.1691
N 1.068 0.662 0.071  -0.4204
H 2.750 1.621 -0.732  0.3627
H 3.077 0.252 0.289  0.3160
H 2.322 -0.031 -1.366  0.3526
H -2.190 -1.555 1.523  0.4860
H -1.063 -0.044 1.708  0.4061
H -1.536 -0.819 -1.269  0.3526
H -2.950 -0.213 -0.435  0.3534
H 0.423 2.026 -1.282  0.4612
H 0.255 0.136 -1.651  0.3741
H -0.435 -2.465 0.400  0.3310
H 0.369 -1.880 1.710  0.3378
H -1.655 1.798 0.050  0.2717
H 0.965 1.334 0.882  0.3104
H 0.592 -0.779 0.387  0.4616

=====

2 unconnected molecules or ions with the total composition C4H14N3O, computed with ωB97M-V/def2-TZVPD.

- Total charge: +1
- Energy: -400.11953 a.u.
- Multiplicity: 1
- Energy above the lowest of the compared OMol25 structures with the same formula, charge and spin: 8.2 kcal per mole
- Frontier orbital gap: 0.42880 Eh

Last column: Mulliken charge in e.
Element x y z (Å)
C 2.334 0.438 -1.200  -1.0337
C 1.084 -0.057 -1.901  -0.5610
C -0.249 0.436 -1.347  -0.5780
N -0.470 -0.062 0.008  0.0007
C -1.589 0.128 0.679  0.6232
N -2.730 0.374 0.030  -0.3849
N -1.616 0.028 2.012  -0.3277
H 2.826 1.351 -1.547  0.3320
H 3.148 -0.265 -1.346  0.3076
H 2.167 0.696 -0.152  0.2357
H 1.099 0.293 -2.934  0.3623
H 1.054 -1.144 -1.864  0.3140
H -0.372 1.525 -1.364  0.3654
H -0.991 0.099 -2.061  0.3097
H 0.378 -0.049 0.557  0.1553
H -2.909 0.161 -0.923  0.2037
H -3.486 0.793 0.542  0.2175
H -2.522 -0.212 2.361  0.2645
H -0.827 -0.345 2.506  0.2535
H 1.871 -0.993 2.488  0.3036
H 0.864 -1.968 3.004  0.2773
O 0.936 -1.227 2.451  -0.6408